1.
{
  "formula": "CH5ClN2O",
  "method": "ωB97M-V with the def2-TZVPD basis set",
  "elements": ["C", "N", "N", "O", "Cl", "H", "H", "H", "H", "H"],
  "coordinates": [[0.50197, -0.81226, 0.95015], [0.26101, 0.89460, -1.41893], [-1.29296, 0.17786, -0.15720], [-0.80755, -0.93336, 0.38962], [-1.21154, 1.59656, 0.89094], [1.32456, -0.87360, 0.23433], [0.81359, -1.69174, 1.49129], [0.58107, -0.03772, 1.62691], [0.25414, 0.18347, -2.11491], [-0.42429, 1.49618, -1.89220]],
  "forces_ev_per_angstrom": [[1.25, -2.31, -0.72], [-1.53, 0.49, 0.99], [1.06, 0.72, -1.50], [0.70, 0.23, 0.36], [-0.16, -0.27, 0.24], [-0.56, 1.06, -0.72], [-1.16, -0.78, 0.57], [0.09, 1.94, 0.98], [0.27, -1.56, -0.69], [0.05, 0.48, 0.48]],
  "nbo_charge": [-0.296, -0.677, 0.025, -0.328, 0.042, 0.203, 0.201, 0.200, 0.309, 0.321],
  "homo_lumo_gap_ev": [9.2, 9.7],
  "homo_energy_ev": [-9.50, -9.98],
  "energy_ev": -18662.3414
}



2.
{
  "formula": "C16H40N5OPtSi2",
  "method": "ωB97M-V with the def2-TZVPD basis set",
  "elements": ["Pt", "N", "C", "C", "N", "C", "C", "N", "H", "H", "H", "H", "H", "H", "H", "H", "H", "H", "H", "H", "H", "N", "C", "N", "C", "C", "O", "C", "C", "H", "H", "H", "H", "H", "H", "H", "H", "C", "Si", "C", "C", "C", "Si", "C", "C", "C", "H", "H", "H", "H", "H", "H", "H", "H", "H", "H", "H", "H", "H", "H", "H", "H", "H", "H", "H"],
  "coordinates": [[-0.94024, 0.81996, 0.10095], [-2.89839, 0.06192, -0.04764], [-4.10902, 0.89288, -0.29678], [-3.97973, 2.18064, 0.48588], [-2.72861, 2.74015, 0.04576], [-2.33056, 4.02387, 0.60103], [-1.03103, 4.42757, -0.06713], [-0.09140, 3.30580, 0.03048], [-2.83112, -0.69664, -0.71577], [-2.97386, -0.34222, 0.87995], [-5.01014, 0.35461, -0.00372], [-4.17085, 1.10221, -1.36507], [-3.91403, 1.94660, 1.55369], [-4.83846, 2.84601, 0.34425], [-2.75115, 2.83476, -0.96668], [-2.17337, 3.90008, 1.67661], [-3.08863, 4.80193, 0.45795], [-0.64659, 5.34279, 0.38776], [-1.21477, 4.63195, -1.12364], [0.35943, 3.29626, 0.93728], [0.64172, 3.38186, -0.66243], [1.16652, 1.00618, 0.50742], [2.26866, 0.71417, 0.31275], [3.52544, 0.41881, 0.12121], [4.11722, 0.34528, -1.22393], [5.47404, 1.02035, -1.18156], [6.28540, 0.45475, -0.16763], [5.71898, 0.63179, 1.11909], [4.38100, -0.07341, 1.21564], [3.45802, 0.83206, -1.94008], [4.23792, -0.70411, -1.50235], [5.35337, 2.09680, -1.01079], [5.99513, 0.86564, -2.12409], [5.59682, 1.70009, 1.33323], [6.41861, 0.20288, 1.83350], [3.89784, 0.12618, 2.17006], [4.52319, -1.15036, 1.10039], [-0.06058, -3.71211, 1.68572], [-1.05116, -2.13880, 1.57429], [-2.87027, -2.62697, 1.61103], [-0.68898, -1.04953, 3.05738], [-0.45717, -1.17800, 0.06826], [-0.50840, -1.76037, -1.71747], [0.30911, -3.43006, -1.85207], [-2.21251, -1.90425, -2.49057], [0.48762, -0.52439, -2.71925], [-0.25242, -4.22036, 2.63495], [1.01406, -3.52486, 1.61570], [-0.32924, -4.40374, 0.88349], [-2.95709, -3.57460, 2.14836], [-3.29626, -2.79173, 0.61650], [-3.50607, -1.91236, 2.14495], [-1.30757, -1.29014, 3.92655], [-0.84638, 0.00088, 2.80623], [0.35798, -1.15552, 3.35946], [0.61883, -1.13030, 0.27683], [-0.28221, -4.20230, -1.35382], [1.30318, -3.43065, -1.39739], [0.41658, -3.72431, -2.89988], [-2.90210, -2.50200, -1.88322], [-2.11378, -2.42156, -3.44777], [-2.67646, -0.93487, -2.70277], [1.55850, -0.69185, -2.56033], [0.26008, 0.49718, -2.40779], [0.29535, -0.60252, -3.79294]],
  "forces_ev_per_angstrom": [[0.31, -1.18, 0.50], [0.11, 0.78, 0.00], [-0.04, -0.13, 0.11], [0.16, -0.25, 0.07], [0.25, 0.84, -0.17], [-0.09, -0.13, 0.12], [0.19, -0.08, 0.09], [-0.10, 0.62, -0.11], [-0.21, -0.13, 0.10], [-0.17, -0.20, -0.07], [0.03, -0.15, -0.05], [0.04, -0.02, -0.03], [0.00, 0.09, 0.01], [-0.08, -0.11, -0.08], [-0.02, -0.01, -0.01], [-0.05, 0.01, 0.01], [0.00, 0.04, 0.03], [-0.04, 0.07, -0.05], [0.01, 0.01, -0.02], [0.03, -0.01, 0.01], [0.03, -0.02, 0.01], [-0.65, 0.29, -0.59], [0.16, -0.01, 0.10], [-0.08, -0.01, 0.13], [0.01, 0.04, 0.01], [0.12, -0.01, 0.08], [-0.09, 0.00, 0.02], [0.10, 0.02, -0.11], [-0.04, -0.02, -0.04], [-0.04, 0.01, 0.02], [-0.05, -0.04, 0.00], [0.00, 0.02, 0.00], [0.01, 0.03, -0.01], [0.00, 0.02, 0.01], [0.01, 0.02, 0.01], [-0.03, 0.01, 0.00], [-0.05, -0.03, 0.00], [0.05, -0.22, -0.01], [0.26, 0.14, 0.01], [-0.16, 0.03, -0.15], [0.04, -0.05, 0.22], [-0.22, 0.25, -0.04], [0.35, 0.09, 0.11], [-0.02, -0.21, -0.03], [-0.21, 0.02, 0.12], [0.10, 0.03, -0.14], [0.02, 0.02, -0.03], [-0.03, 0.00, 0.01], [0.03, 0.00, 0.07], [0.00, 0.04, 0.03], [-0.01, -0.02, 0.06], [0.01, -0.04, -0.04], [0.06, -0.04, -0.03], [-0.05, 0.03, 0.05], [-0.04, 0.02, -0.01], [0.03, -0.45, -0.07], [0.04, 0.00, -0.05], [-0.03, 0.00, -0.01], [0.02, 0.01, 0.04], [0.00, 0.02, -0.07], [0.01, 0.03, 0.01], [0.01, -0.05, -0.05], [-0.04, 0.00, -0.02], [-0.02, 0.02, -0.05], [0.05, -0.05, 0.04]],
  "nbo_charge": [0.691, -0.782, -0.226, -0.226, -0.640, -0.223, -0.228, -0.849, 0.433, 0.412, 0.215, 0.203, 0.199, 0.199, 0.366, 0.196, 0.190, 0.198, 0.193, 0.378, 0.379, -0.485, 0.589, -0.465, -0.233, -0.081, -0.506, -0.082, -0.232, 0.229, 0.211, 0.174, 0.217, 0.175, 0.218, 0.228, 0.211, -1.121, 1.667, -1.140, -1.126, -1.351, 1.676, -1.124, -1.150, -1.122, 0.247, 0.235, 0.240, 0.262, 0.231, 0.228, 0.244, 0.235, 0.239, 0.235, 0.239, 0.237, 0.246, 0.236, 0.266, 0.227, 0.223, 0.233, 0.246],
  "homo_lumo_gap_ev": 8.8,
  "total_charge": 1,
  "homo_energy_ev": -10.92,
  "energy_ev": -45736.5674
}



Which formula does entry 2 have?
C16H40N5OPtSi2